{"formula": "C37H71BrN2OSi4Ti", "method": "wB97M-V/def2-TZVPD", "species": ["Ti", "C", "O", "Si", "C", "C", "C", "Si", "C", "C", "C", "Si", "C", "C", "C", "H", "H", "H", "H", "H", "H", "H", "H", "H", "H", "H", "H", "H", "H", "H", "H", "H", "H", "H", "H", "H", "H", "H", "H", "H", "H", "H", "C", "C", "C", "C", "C", "C", "C", "C", "C", "C", "N", "C", "C", "C", "C", "C", "N", "H", "H", "H", "H", "H", "H", "H", "H", "H", "H", "H", "H", "H", "H", "H", "H", "H", "C", "C", "C", "C", "Si", "Br", "C", "C", "C", "C", "C", "C", "C", "C", "H", "H", "H", "H", "H", "H", "H", "H", "H", "H", "H", "H", "H", "H", "H", "H", "H", "H", "H", "H", "H", "H", "H", "H", "H", "H", "H"], "coordinates": [[-1.529, -0.157, -0.157], [-3.474, 2.565, -1.327], [-3.128, 1.243, -0.838], [-4.398, 0.272, -0.215], [-4.923, 1.055, 1.378], [-5.772, 0.177, -1.449], [-3.257, -1.189, -0.055], [-2.877, -2.025, -1.732], [-2.248, -0.669, -2.899], [-1.302, -3.010, -1.467], [-4.273, -2.992, -2.461], [-3.922, -2.390, 1.304], [-5.772, -2.488, 1.027], [-3.317, -4.149, 1.133], [-3.531, -1.716, 3.006], [-4.306, 2.462, -2.024], [-2.625, 2.995, -1.837], [-3.755, 3.208, -0.494], [-5.259, 2.078, 1.182], [-4.106, 1.100, 2.099], [-5.757, 0.537, 1.853], [-6.376, 1.086, -1.406], [-6.436, -0.658, -1.213], [-5.422, 0.049, -2.475], [-1.269, -0.220, -2.642], [-2.932, 0.154, -3.092], [-2.023, -1.174, -3.845], [-0.453, -2.429, -1.070], [-0.947, -3.366, -2.438], [-1.432, -3.871, -0.813], [-5.202, -2.423, -2.490], [-4.455, -3.914, -1.908], [-4.010, -3.262, -3.487], [-6.013, -2.897, 0.043], [-6.308, -1.546, 1.143], [-6.187, -3.175, 1.769], [-3.480, -4.571, 0.140], [-3.924, -4.742, 1.823], [-2.278, -4.315, 1.413], [-4.449, -1.599, 3.585], [-3.030, -0.746, 2.985], [-2.884, -2.403, 3.553], [-0.223, 2.475, -3.148], [0.054, 2.233, -1.671], [-0.524, 3.236, -0.701], [-0.531, 4.583, -1.038], [-1.092, 5.524, -0.188], [-1.658, 5.125, 1.007], [-1.655, 3.789, 1.403], [-2.308, 3.438, 2.722], [-1.561, 4.002, 3.931], [-1.061, 2.864, 0.539], [-0.987, 1.474, 0.921], [-0.381, 1.164, 2.041], [-0.244, -0.195, 2.337], [0.299, -0.910, 3.388], [0.202, -2.268, 3.037], [-0.398, -2.324, 1.798], [-0.689, -1.070, 1.342], [0.158, 1.644, -3.743], [0.291, 3.371, -3.495], [-1.284, 2.594, -3.367], [1.132, 2.152, -1.517], [-0.284, 1.210, -1.409], [-0.106, 4.904, -1.979], [-1.098, 6.569, -0.468], [-2.120, 5.862, 1.654], [-2.424, 2.358, 2.830], [-3.324, 3.842, 2.713], [-0.559, 3.578, 4.026], [-2.103, 3.794, 4.852], [-1.442, 5.082, 3.850], [0.043, 1.938, 2.673], [0.721, -0.497, 4.291], [0.549, -3.113, 3.609], [-0.589, -3.189, 1.187], [6.145, -0.980, -2.333], [4.633, -1.265, -2.224], [4.412, -2.776, -2.389], [3.934, -0.589, -3.415], [4.017, -0.655, -0.524], [1.666, -0.641, -0.794], [4.285, -1.848, 0.939], [5.784, -2.194, 1.041], [3.488, -3.156, 0.811], [3.854, -1.193, 2.259], [4.362, 1.184, -0.129], [4.178, 2.050, -1.386], [5.818, 1.335, 0.353], [3.443, 1.770, 0.958], [6.514, -1.405, -3.271], [6.723, -1.432, -1.526], [6.368, 0.086, -2.355], [4.731, -3.065, -3.393], [3.359, -3.051, -2.287], [4.995, -3.369, -1.687], [4.333, -1.026, -4.335], [4.110, 0.483, -3.466], [2.857, -0.761, -3.412], [6.137, -2.774, 0.190], [5.943, -2.805, 1.934], [6.419, -1.312, 1.137], [3.793, -3.763, -0.037], [2.415, -2.972, 0.730], [3.657, -3.751, 1.713], [4.480, -0.344, 2.532], [3.945, -1.930, 3.062], [2.812, -0.860, 2.228], [4.915, 1.831, -2.157], [4.303, 3.101, -1.111], [3.185, 1.935, -1.827], [6.545, 0.933, -0.355], [5.986, 0.857, 1.318], [6.042, 2.399, 0.476], [2.385, 1.673, 0.706], [3.664, 2.837, 1.055], [3.601, 1.317, 1.936]], "forces_ev_per_angstrom": [[-1.128, -0.275, -0.748], [-0.047, -0.070, -0.002], [0.268, 0.072, 0.051], [0.046, 0.051, 0.013], [-0.057, 0.011, 0.025], [-0.019, -0.011, -0.040], [0.505, 0.101, 0.227], [0.240, -0.113, 0.078], [0.101, 0.086, 0.040], [0.051, -0.049, -0.021], [-0.050, 0.024, -0.031], [-0.036, 0.028, -0.064], [-0.022, -0.013, -0.003], [0.022, -0.047, -0.017], [0.021, 0.046, 0.034], [-0.008, 0.019, 0.012], [-0.005, 0.001, -0.017], [0.012, 0.012, -0.006], [-0.002, -0.001, 0.003], [-0.008, 0.006, -0.020], [-0.005, -0.013, -0.005], [-0.005, -0.005, -0.016], [-0.011, 0.013, 0.007], [0.005, -0.001, 0.004], [-0.003, 0.022, 0.018], [-0.046, -0.046, -0.052], [0.017, -0.025, 0.019], [-0.037, 0.000, 0.006], [-0.011, -0.008, -0.001], [-0.035, -0.012, -0.025], [0.004, 0.000, -0.019], [0.004, 0.002, 0.016], [-0.008, -0.022, 0.005], [0.006, -0.001, 0.008], [0.001, 0.012, 0.003], [-0.005, 0.001, -0.004], [-0.015, 0.001, -0.001], [0.002, 0.007, 0.008], [-0.025, -0.005, 0.004], [0.003, 0.001, -0.002], [0.011, -0.006, -0.007], [0.002, -0.011, -0.002], [0.067, 0.019, -0.007], [-0.005, -0.089, 0.163], [0.028, 0.113, -0.034], [-0.014, -0.015, 0.020], [0.003, 0.012, -0.014], [-0.018, -0.006, 0.015], [0.002, 0.036, -0.052], [-0.011, -0.030, -0.009], [0.025, 0.004, 0.024], [-0.026, -0.113, 0.050], [0.117, 0.226, 0.146], [0.175, -0.041, 0.069], [0.009, 0.013, -0.037], [0.044, -0.050, -0.001], [0.006, 0.012, 0.053], [0.014, 0.024, -0.153], [0.048, -0.049, 0.485], [0.007, -0.004, 0.009], [-0.016, 0.002, -0.010], [-0.003, -0.011, -0.005], [-0.024, 0.006, 0.042], [-0.012, 0.210, -0.133], [-0.001, -0.002, 0.004], [-0.001, -0.002, 0.001], [0.000, -0.004, 0.003], [0.000, -0.002, 0.011], [0.017, 0.034, 0.000], [0.000, 0.004, -0.007], [-0.001, -0.013, -0.004], [-0.012, 0.001, -0.004], [-0.065, 0.015, 0.025], [0.004, 0.003, -0.005], [-0.006, 0.001, 0.001], [0.009, 0.002, 0.024], [-0.001, -0.019, -0.023], [0.010, 0.021, -0.037], [-0.015, 0.004, 0.009], [0.003, 0.038, -0.003], [0.086, 0.096, 0.025], [-0.166, -0.177, -0.127], [-0.013, -0.028, 0.014], [-0.016, -0.006, 0.030], [0.009, 0.002, 0.013], [-0.011, 0.000, 0.003], [0.006, 0.000, -0.003], [0.020, 0.009, 0.023], [0.015, 0.032, -0.015], [0.009, 0.003, 0.052], [-0.005, -0.003, 0.003], [-0.002, 0.000, 0.012], [-0.018, 0.022, -0.014], [-0.002, 0.000, 0.002], [-0.004, 0.001, 0.013], [0.035, 0.000, 0.039], [-0.001, 0.009, -0.002], [-0.020, -0.030, -0.004], [-0.007, -0.021, 0.004], [-0.010, -0.028, -0.048], [-0.001, -0.002, -0.004], [-0.018, -0.017, -0.009], [-0.006, 0.002, -0.020], [-0.009, 0.005, 0.021], [-0.001, -0.004, -0.009], [0.039, -0.049, -0.004], [-0.005, -0.011, 0.001], [0.038, -0.012, -0.005], [0.026, -0.007, 0.021], [-0.003, 0.006, -0.001], [0.047, -0.011, -0.007], [-0.023, 0.008, 0.023], [-0.012, -0.008, 0.025], [-0.003, -0.001, 0.006], [-0.031, 0.006, -0.052], [-0.002, 0.007, -0.003], [-0.033, 0.074, -0.094]], "lowdin_charge": [1.031, -0.037, -0.383, 0.363, -0.110, -0.120, -0.468, 0.423, -0.146, -0.155, -0.121, 0.455, -0.161, -0.158, -0.145, 0.101, 0.070, 0.103, 0.057, 0.024, 0.052, 0.060, 0.046, 0.049, 0.019, 0.047, 0.076, -0.032, 0.068, 0.035, 0.036, 0.045, 0.060, 0.040, 0.023, 0.057, 0.031, 0.058, 0.021, 0.052, 0.017, 0.043, -0.059, -0.226, -0.180, -0.016, -0.028, -0.015, -0.165, -0.202, -0.067, -0.175, -0.013, -0.014, -0.307, 0.033, -0.022, -0.124, -0.109, 0.087, 0.086, 0.077, 0.077, -0.010, 0.121, 0.121, 0.129, 0.081, 0.125, 0.070, 0.086, 0.081, 0.155, 0.136, 0.124, 0.098, -0.074, -0.627, -0.094, -0.109, 0.588, 0.619, -0.620, -0.071, -0.101, -0.096, -0.618, -0.092, -0.072, -0.106, 0.099, 0.075, 0.070, 0.095, 0.077, 0.069, 0.094, 0.061, 0.045, 0.072, 0.098, 0.074, 0.063, 0.036, 0.094, 0.069, 0.096, 0.053, 0.072, 0.096, 0.053, 0.074, 0.072, 0.098, 0.033, 0.094, 0.060], "orbital_gap_ev": 6.6, "homo_ha": -0.5105, "total_charge": 2, "de_lowest_kcal_mol": 8.12, "spin_multiplicity": 1, "lumo_energy_ev": -7.261}